1.
{"formula": "C20H19NO4S2", "method": "ωB97M-V/def2-TZVPD", "symbols": ["C", "C", "C", "C", "S", "C", "C", "S", "C", "C", "C", "C", "C", "C", "O", "O", "O", "O", "C", "C", "H", "H", "H", "H", "H", "H", "H", "H", "H", "H", "H", "H", "C", "C", "C", "C", "N", "C", "C", "H", "H", "H", "H", "H", "H", "H"], "coordinates": [[-2.99, 2.88, -2.07], [-2.99, 1.60, -1.51], [-2.27, 1.35, -0.35], [-1.56, 2.38, 0.26], [-0.74, 2.07, 1.84], [0.97, 1.77, 1.61], [1.84, 1.99, 2.78], [1.57, 1.07, 0.14], [1.89, 2.20, -1.25], [0.97, 2.26, -2.30], [1.23, 3.04, -3.43], [2.46, 3.70, -3.54], [3.42, 3.58, -2.53], [3.14, 2.84, -1.38], [2.89, 0.53, 0.43], [0.54, 0.19, -0.38], [-0.81, 3.27, 2.66], [-1.39, 0.85, 2.30], [-1.55, 3.66, -0.29], [-2.25, 3.90, -1.47], [-3.57, 3.09, -2.98], [-3.57, 0.80, -1.96], [-2.27, 0.35, 0.09], [2.81, 1.50, 2.59], [1.98, 3.08, 2.92], [0.05, 1.69, -2.24], [0.48, 3.09, -4.22], [2.68, 4.27, -4.45], [4.40, 4.05, -2.65], [3.89, 2.72, -0.61], [-0.99, 4.45, 0.20], [-2.25, 4.91, -1.90], [-0.10, -0.08, 7.75], [0.42, 0.46, 6.46], [0.28, -0.30, 5.29], [0.73, 0.22, 4.09], [1.24, 1.47, 4.03], [1.45, 2.19, 5.17], [1.04, 1.71, 6.39], [0.29, 0.51, 8.58], [-1.19, -0.06, 7.78], [0.21, -1.12, 7.88], [-0.17, -1.29, 5.29], [0.70, -0.33, 3.15], [1.94, 3.15, 5.04], [1.22, 2.31, 7.28]], "orbital_gap_ev": 6.7, "homo_energy_ev": -7.47, "lumo_energy_ev": -0.77, "total_charge": 0}


2.
{"formula": "C20H19NO5S", "method": "ωB97M-V/def2-TZVPD", "symbols": ["C", "C", "C", "C", "C", "S", "O", "O", "C", "C", "C", "O", "O", "C", "C", "O", "C", "C", "N", "C", "C", "C", "C", "C", "C", "C", "C", "H", "H", "H", "H", "H", "H", "H", "H", "H", "H", "H", "H", "H", "H", "H", "H", "H", "H", "H"], "coordinates": [[3.30, 1.13, -3.38], [2.79, 0.55, -2.09], [2.76, -0.83, -1.89], [2.31, -1.35, -0.69], [1.88, -0.50, 0.31], [1.39, -1.35, 1.82], [2.57, -2.04, 2.29], [0.24, -2.16, 1.52], [0.91, -0.16, 3.15], [-0.59, 0.02, 3.17], [-1.03, 1.22, 2.36], [-0.30, 2.08, 1.93], [-2.35, 1.20, 2.18], [-2.91, 2.22, 1.35], [-2.28, 2.32, -0.04], [-2.24, 3.41, -0.59], [-1.76, 1.12, -0.66], [-0.84, 1.20, -1.69], [-0.48, -0.04, -2.09], [-1.15, -0.97, -1.33], [-1.10, -2.36, -1.40], [-1.91, -3.06, -0.55], [-2.77, -2.40, 0.33], [-2.82, -1.03, 0.40], [-1.98, -0.28, -0.42], [1.89, 0.87, 0.13], [2.35, 1.39, -1.07], [2.72, 2.00, -3.67], [3.26, 0.39, -4.18], [4.34, 1.44, -3.26], [3.10, -1.49, -2.67], [2.29, -2.41, -0.51], [1.29, -0.64, 4.05], [1.45, 0.77, 2.98], [-1.07, -0.87, 2.76], [-0.96, 0.16, 4.19], [-2.80, 3.20, 1.83], [-3.97, 1.97, 1.26], [-0.43, 2.08, -2.13], [0.23, -0.25, -2.77], [-0.44, -2.85, -2.10], [-1.89, -4.14, -0.56], [-3.40, -2.99, 0.98], [-3.50, -0.55, 1.09], [1.53, 1.54, 0.89], [2.36, 2.46, -1.22]], "orbital_gap_ev": 8.7, "homo_energy_ev": -8.16, "smiles": "Cc1ccc(S(=O)(=O)CCC(=O)OCC(=O)c2c[nH]c3ccccc23)cc1", "lumo_energy_ev": 0.52, "total_charge": 0}


3.
{"formula": "C20H20BCl2IrN9O2", "method": "ωB97M-V/def2-TZVPD", "symbols": ["Ir", "C", "C", "N", "N", "C", "B", "N", "C", "C", "C", "N", "N", "C", "C", "C", "N", "N", "C", "C", "C", "N", "H", "H", "H", "H", "H", "H", "H", "H", "H", "H", "H", "H", "N", "C", "C", "C", "C", "C", "C", "H", "H", "H", "H", "H", "H", "H", "Cl", "C", "Cl", "C", "O", "O", "H"], "coordinates": [[-0.26, -0.05, 0.43], [-2.57, 3.40, -0.56], [-2.51, 2.05, -0.23], [-1.30, 1.74, 0.23], [-0.56, 2.87, 0.19], [-1.32, 3.88, -0.28], [0.93, 2.87, 0.51], [1.61, 2.09, -0.60], [2.64, 2.28, -1.44], [2.79, 1.15, -2.22], [1.78, 0.29, -1.79], [1.08, 0.87, -0.81], [1.24, 2.09, 1.78], [2.15, 2.31, 2.74], [2.13, 1.24, 3.61], [1.18, 0.37, 3.10], [0.64, 0.90, 2.00], [1.36, 4.36, 0.73], [1.82, 5.28, -0.05], [1.84, 6.53, 0.69], [1.30, 6.19, 1.96], [0.97, 4.93, 1.98], [-3.42, 3.94, -0.94], [-3.29, 1.31, -0.29], [-0.94, 4.88, -0.40], [3.23, 3.18, -1.43], [3.52, 0.97, -2.99], [1.53, -0.70, -2.14], [2.77, 3.19, 2.76], [2.73, 1.10, 4.50], [0.87, -0.60, 3.46], [2.11, 5.10, -1.08], [2.13, 7.51, 0.34], [1.11, 6.83, 2.81], [-2.23, -1.14, 0.22], [-3.22, -0.62, 1.15], [-2.83, -0.32, 2.45], [-3.73, 0.22, 3.34], [-5.04, 0.47, 2.94], [-5.42, 0.18, 1.64], [-4.52, -0.39, 0.75], [-2.61, -1.27, -0.71], [-1.87, -2.08, 0.57], [-1.80, -0.52, 2.75], [-3.42, 0.46, 4.35], [-5.75, 0.88, 3.64], [-6.44, 0.38, 1.31], [-4.84, -0.66, -0.25], [2.45, -3.62, 2.39], [0.71, -3.82, 2.52], [0.12, -3.48, 4.16], [-0.06, -2.87, 1.61], [-1.10, -3.29, 1.13], [0.45, -1.69, 1.50], [0.43, -4.83, 2.25]], "orbital_gap_ev": [6.6, 2.4], "multiplicity": 2, "homo_energy_ev": [-15.06, -13.48], "lumo_energy_ev": [-8.51, -11.10], "total_charge": 2}


4.
{"formula": "C20H20BF4N2", "method": "ωB97M-V/def2-TZVPD", "symbols": ["F", "C", "C", "C", "F", "C", "C", "C", "C", "C", "C", "C", "C", "F", "C", "C", "F", "C", "C", "H", "H", "H", "H", "H", "H", "H", "H", "H", "H", "B", "H", "H", "C", "N", "C", "C", "C", "N", "C", "H", "H", "H", "H", "H", "H", "H", "H"], "coordinates": [[3.98, -3.66, -3.51], [3.95, -2.40, -2.95], [5.17, -1.82, -2.58], [5.10, -0.53, -2.05], [6.28, 0.12, -1.75], [3.91, 0.14, -1.81], [2.67, -0.49, -2.14], [1.44, 0.16, -1.77], [0.18, -0.44, -1.71], [-1.06, 0.22, -1.56], [-2.21, -0.24, -2.31], [-3.04, 0.60, -3.11], [-4.11, 0.03, -3.80], [-4.87, 0.83, -4.62], [-4.46, -1.32, -3.71], [-3.58, -2.12, -2.98], [-3.82, -3.48, -2.94], [-2.48, -1.64, -2.30], [2.72, -1.77, -2.78], [6.12, -2.32, -2.74], [3.91, 1.14, -1.38], [1.53, 1.19, -1.43], [0.12, -1.52, -1.86], [-1.12, 1.22, -1.11], [-2.84, 1.67, -3.19], [-5.28, -1.75, -4.29], [-1.85, -2.31, -1.70], [1.80, -2.24, -3.15], [-1.29, 0.67, 1.22], [-1.84, 0.82, 2.41], [-2.57, 1.81, 2.30], [-2.39, -0.24, 2.65], [-0.82, 1.12, 3.60], [-0.75, 1.28, 4.96], [-1.81, 1.24, 5.94], [0.56, 1.50, 5.36], [1.31, 1.49, 4.23], [0.47, 1.26, 3.18], [0.91, 1.20, 1.81], [-1.31, 1.40, 6.91], [-2.54, 2.04, 5.77], [-2.32, 0.26, 5.95], [0.81, 1.65, 6.40], [2.36, 1.63, 4.12], [2.00, 1.36, 1.80], [0.67, 0.22, 1.38], [0.41, 1.99, 1.23]], "orbital_gap_ev": 5.0, "homo_energy_ev": -11.27, "lumo_energy_ev": -6.29, "total_charge": 1}


5.
{"formula": "C20H20Br15F5O15", "method": "ωB97M-V/def2-TZVPD", "symbols": ["C", "C", "O", "C", "O", "O", "F", "H", "H", "H", "C", "C", "O", "C", "O", "O", "F", "H", "H", "H", "C", "C", "O", "C", "O", "O", "F", "H", "H", "H", "C", "C", "O", "C", "O", "O", "F", "H", "H", "H", "C", "C", "O", "C", "O", "O", "F", "H", "H", "H", "C", "Br", "Br", "Br", "H", "C", "Br", "Br", "Br", "H", "C", "Br", "Br", "Br", "H", "C", "Br", "Br", "Br", "H", "C", "Br", "Br", "Br", "H"], "coordinates": [[3.90, -1.11, -2.17], [4.95, -1.51, -1.16], [5.80, -0.39, -1.24], [5.83, -0.03, -2.54], [6.65, 0.67, -3.04], [4.74, -0.50, -3.18], [5.56, -2.66, -1.61], [3.30, -0.29, -1.79], [3.33, -1.95, -2.55], [4.55, -1.79, -0.19], [-2.47, -5.36, -0.35], [-2.85, -5.45, -1.82], [-1.53, -5.37, -2.37], [-0.76, -4.60, -1.58], [0.30, -4.14, -1.85], [-1.44, -4.39, -0.43], [-3.65, -4.47, -2.29], [-2.09, -6.34, -0.05], [-3.27, -5.09, 0.33], [-3.32, -6.35, -2.19], [-3.26, 3.18, -1.44], [-3.57, 4.09, -2.62], [-4.78, 4.66, -2.22], [-5.33, 4.05, -1.17], [-6.36, 4.31, -0.63], [-4.47, 3.09, -0.71], [-3.75, 3.31, -3.73], [-2.48, 3.65, -0.84], [-3.00, 2.17, -1.75], [-2.86, 4.87, -2.86], [-0.54, -1.15, 0.21], [0.64, -0.35, -0.29], [0.11, 0.97, -0.09], [-0.81, 0.92, 0.89], [-1.50, 1.84, 1.21], [-0.95, -0.35, 1.32], [0.85, -0.51, -1.62], [-0.18, -2.12, 0.54], [-1.38, -1.27, -0.47], [1.58, -0.39, 0.25], [3.18, 3.24, 0.63], [3.69, 1.83, 0.28], [2.79, 0.99, 0.97], [2.11, 1.71, 1.90], [1.29, 1.30, 2.64], [2.48, 3.01, 1.83], [4.90, 1.59, 0.88], [2.50, 3.65, -0.11], [4.01, 3.95, 0.66], [3.89, 1.78, -0.79], [1.33, -3.98, 2.93], [1.88, -2.07, 2.65], [2.24, -5.27, 1.81], [-0.60, -4.28, 2.80], [1.60, -4.18, 3.96], [-0.47, -0.28, 5.19], [-1.82, 0.65, 6.12], [-0.61, -2.25, 5.42], [1.33, 0.24, 5.66], [-0.59, -0.13, 4.13], [-5.58, -0.28, 1.50], [-4.08, -1.17, 0.53], [-5.51, -0.75, 3.39], [-7.31, -0.89, 0.80], [-5.46, 0.78, 1.33], [-0.39, 3.82, 3.89], [-0.14, 4.80, 2.22], [-2.23, 4.06, 4.56], [0.97, 4.12, 5.27], [-0.47, 2.77, 3.64], [2.05, 1.49, -5.70], [1.84, 0.94, -7.56], [1.68, 0.13, -4.41], [0.96, 3.08, -5.31], [3.10, 1.72, -5.61]], "orbital_gap_ev": 9.3, "homo_energy_ev": -10.01, "lumo_energy_ev": -0.74, "total_charge": 0}


| no. | DFT total energy (Ha) |
| --- | --- |
| 1 | -1925.52686 |
| 2 | -1602.69208 |
| 3 | -2466.43627 |
| 4 | -1307.58096 |
| 5 | -41012.23950 |